Below is C46H47BrN5OP2Tl as an isolated structure, with properties calculated with ωB97M-V/def2-TZVPD.

Output
Orbital gap (spin up / spin down) in eV: 5.5 / 2.7
Highest occupied orbital energy (spin up / spin down) in eV: -11.5 / -11.5
Energy above the lowest of the compared OMol25 structures with the same formula, charge and spin in kcal per mole: 47.34
Net charge: +2
Spin multiplicity: 1
E_LUMO (spin up / spin down) in eV: -6.063 / -8.801
Calculated total energy in eV: -151256.253

Element x y z (Å)
1 Tl 2.401 0.476 1.273
2 Br 9.563 4.104 -1.108
3 C 7.902 3.875 -0.381
4 C 7.230 4.718 0.467
5 C 5.894 4.459 0.836
6 C 5.224 3.216 0.457
7 O 4.260 2.704 1.173
8 C 5.942 2.389 -0.475
9 C 5.226 1.380 -1.285
10 N 4.756 1.714 -2.448
11 C 4.170 0.786 -3.292
12 C 4.309 -0.601 -3.078
13 C 3.948 -1.429 -4.185
14 C 3.113 -0.969 -5.173
15 C 2.984 0.422 -5.398
16 C 2.373 0.905 -6.534
17 C 2.352 2.285 -6.738
18 C 2.980 3.130 -5.830
19 N 3.553 2.657 -4.675
20 C 3.542 1.356 -4.488
21 C 7.294 2.665 -0.743
22 H 7.682 5.711 0.567
23 H 5.344 5.056 1.488
24 H 5.030 0.384 -0.845
25 H 4.717 -1.124 -2.208
26 H 4.318 -2.444 -4.202
27 H 2.467 -1.627 -5.789
28 H 2.088 0.269 -7.402
29 H 1.922 2.686 -7.668
30 H 3.132 4.215 -6.089
31 H 7.834 1.916 -1.248
32 N 0.653 1.680 -0.332
33 C 0.395 3.058 0.037
34 C 0.889 3.371 1.489
35 N 0.614 2.220 2.374
36 C 0.773 2.459 3.791
37 C 1.366 1.179 4.478
38 N 2.556 0.675 3.948
39 H 1.356 1.548 -1.052
40 H -0.197 1.155 -0.589
41 H -0.711 3.320 0.044
42 H 0.913 3.849 -0.579
43 H 0.307 4.235 1.913
44 H 1.955 3.569 1.460
45 H -0.138 1.644 2.073
46 H -0.197 2.692 4.206
47 H 1.452 3.351 3.921
48 H 0.525 0.465 4.525
49 H 1.375 1.461 5.571
50 H 2.832 -0.197 4.428
51 H 3.261 1.465 3.849
52 C -2.983 -2.008 0.151
53 C -3.252 -1.532 1.578
54 P -4.044 0.065 1.675
55 C -5.476 -0.374 0.728
56 C -6.373 -1.380 1.060
57 C -7.360 -1.705 0.173
58 C -7.708 -0.791 -0.846
59 C -6.812 0.187 -1.220
60 C -5.718 0.469 -0.435
61 C -4.479 0.063 3.444
62 C -5.799 0.109 3.841
63 C -6.183 -0.206 5.166
64 C -5.147 -0.538 6.085
65 C -3.838 -0.482 5.649
66 C -3.446 -0.055 4.406
67 P -1.211 -1.863 -0.228
68 C -1.258 -2.344 -1.984
69 C -1.396 -1.244 -2.951
70 C -1.636 -1.454 -4.284
71 C -1.400 -2.776 -4.703
72 C -1.216 -3.831 -3.819
73 C -1.257 -3.632 -2.414
74 C -0.457 -3.300 0.690
75 C 0.963 -3.350 0.760
76 C 1.578 -4.043 1.825
77 C 0.855 -4.923 2.641
78 C -0.483 -4.895 2.475
79 C -1.162 -4.180 1.527
80 H -3.511 -1.272 -0.517
81 H -3.306 -3.046 -0.047
82 H -2.233 -1.573 2.077
83 H -3.926 -2.227 2.134
84 H -6.159 -1.938 1.954
85 H -7.930 -2.617 0.306
86 H -8.602 -1.019 -1.405
87 H -6.861 0.743 -2.184
88 H -4.997 1.243 -0.662
89 H -6.598 0.251 3.088
90 H -7.239 -0.289 5.432
91 H -5.369 -0.656 7.102
92 H -3.043 -0.810 6.382
93 H -2.403 0.020 4.065
94 H -1.357 -0.237 -2.520
95 H -1.994 -0.719 -4.996
96 H -1.216 -3.109 -5.752
97 H -0.948 -4.816 -4.172
98 H -1.353 -4.481 -1.734
99 H 1.621 -2.721 0.137
100 H 2.646 -3.796 1.956
101 H 1.351 -5.704 3.253
102 H -1.126 -5.474 3.175
103 H -2.283 -4.224 1.398